(1)
Molecular formula: C17H23N3O4
Method: DFT, ωB97M-V/def2-TZVPD

Results
- Kohn-Sham gap: 9.29 eV
- E_LUMO: 0.70 eV
- Total charge: 0
- SMILES string: CNC(=O)[C@@H](Cc1ccc(O)cc1)NC(=O)[C@H]1CCCN1C(C)=O
- Energy relative to the best compared isomer or geometry (same formula, charge and spin): 19.4 kcal/mol
- Molecular weight: 333.388 g/mol

The geometry in XYZ format:
```
47
C17H23N3O4 (ωB97M-V/def2-TZVPD)
C 4.2855 -0.0320 -0.1408
N 2.9428 0.4584 -0.4989
C 1.8674 0.0336 0.1110
O 1.9097 -0.7610 1.0625
C 0.5167 0.5121 -0.4449
C -0.0677 -0.4773 -1.4410
C 0.8143 -0.7569 -2.6196
C 1.7132 -1.8165 -2.5763
C 2.6174 -2.0544 -3.6296
C 2.5494 -1.2928 -4.8104
O 3.4819 -1.5562 -5.7903
C 1.5914 -0.2552 -4.8876
C 0.7450 0.0111 -3.7966
N -0.4728 0.6888 0.6183
C -1.5812 1.4593 0.5464
O -1.8340 2.0762 -0.4939
C -2.4601 1.5951 1.7961
C -3.9339 1.3367 1.4728
C -4.0805 -0.1587 1.8357
C -3.1562 -0.3083 3.0956
N -2.1187 0.6753 2.9157
C -1.0084 0.7876 3.6953
C -0.8766 -0.0610 4.9482
O -0.1394 1.6422 3.4753
H 4.3551 -1.0871 -0.3669
H 4.4360 0.0777 0.9656
H 5.0312 0.4962 -0.7224
H 2.8540 1.0357 -1.3353
H 0.7369 1.4794 -0.9573
H -0.3738 -1.4043 -0.9471
H -1.0100 -0.0810 -1.8137
H 1.7666 -2.4744 -1.7127
H 3.3596 -2.8487 -3.5456
H 3.3782 -1.0989 -6.5816
H 1.5179 0.3939 -5.7784
H -0.0350 0.7929 -3.8625
H -0.3114 0.2186 1.4924
H -2.3281 2.6368 2.1287
H -4.2589 1.5182 0.4678
H -4.4981 1.9698 2.1741
H -3.6975 -0.8129 1.0665
H -5.1297 -0.3673 2.0643
H -3.7576 -0.0965 3.9326
H -2.7685 -1.3138 3.2094
H -0.1988 0.4168 5.6423
H -1.8472 -0.1578 5.4119
H -0.5259 -1.0397 4.6249
```

(2)
Molecular formula: C30H45O16
Method: DFT, ωB97M-V/def2-TZVPD

Results
- Kohn-Sham gap: 7.02 eV
- E_LUMO: 2.17 eV
- Total charge: -1
- Molecular weight: 661.674 g/mol

The geometry in XYZ format:
```
91
C30H45O16 (ωB97M-V/def2-TZVPD)
C -0.1789 0.8218 -0.8556
C -1.4692 0.0721 -1.1593
O -2.5675 0.5143 -0.7149
O -1.4387 -0.8637 -2.0066
H -0.3138 1.4488 0.0224
H -0.0204 1.4393 -1.7414
H 0.6195 0.0929 -0.7034
O 0.1632 4.1877 3.5873
C 0.9708 3.6013 2.9203
O 0.6664 3.0416 1.7424
C 1.8250 2.4747 1.1136
C 3.0183 3.0314 1.8929
C 2.4310 3.3571 3.2708
H 1.9139 2.7150 0.0560
H 1.7647 1.3910 1.1964
H 3.5180 3.8843 1.4349
H 3.7781 2.2566 2.0225
H 2.8582 4.2607 3.6876
H 2.4142 2.4360 3.8557
O -2.0942 5.3422 -1.8711
C -2.7992 4.8206 -1.0613
O -4.1057 5.1408 -0.8793
C -4.6584 4.4758 0.2672
C -3.4604 3.9102 1.0104
C -2.4122 3.7521 -0.0807
H -5.3257 3.6722 -0.0453
H -5.1951 5.1995 0.8781
H -3.6166 2.9320 1.4689
H -3.0737 4.5727 1.7876
H -2.4483 2.7510 -0.5258
H -1.4258 3.8366 0.3738
O -3.9875 0.7195 -4.1863
C -2.9630 1.3082 -4.3085
O -2.6948 2.4487 -3.6322
C -1.4078 2.9637 -3.9518
C -0.6556 1.8193 -4.6420
C -1.8259 1.0290 -5.2671
H -0.8570 3.3260 -3.0843
H -1.5903 3.8372 -4.5835
H -0.2019 1.1107 -3.9501
H 0.0541 2.2348 -5.3550
H -1.6600 -0.0451 -5.3003
H -2.0771 1.3963 -6.2631
O 2.7253 -0.4058 3.4089
C 2.4965 -1.3021 2.6344
O 1.9305 -1.0761 1.4554
C 1.6253 -2.3132 0.7768
C 2.5624 -3.3545 1.3517
C 2.8902 -2.7424 2.7648
H 1.7085 -2.2002 -0.3024
H 0.5633 -2.4743 0.9862
H 3.4989 -3.4539 0.8025
H 2.1654 -4.3539 1.5063
H 3.9232 -2.9286 3.0377
H 2.2171 -3.2462 3.4614
O -2.9476 -3.0233 -0.5114
C -2.0717 -3.7710 -0.2236
O -1.7556 -4.1535 1.0124
C -0.6111 -4.9909 1.0595
C -0.0453 -5.0458 -0.3715
C -1.1037 -4.3602 -1.2351
H -0.8823 -6.0037 1.3616
H 0.1283 -4.5752 1.7421
H 0.1130 -6.0786 -0.6752
H 0.8811 -4.4732 -0.4141
H -1.6398 -5.0702 -1.8653
H -0.6605 -3.6109 -1.8819
O 4.3918 -4.0309 -1.7042
C 3.6693 -3.1188 -2.0032
O 2.3690 -3.3623 -2.3018
C 1.6658 -2.1624 -2.7138
C 2.6685 -1.0279 -2.5852
C 3.9717 -1.6505 -2.1202
H 0.7898 -2.0189 -2.0796
H 1.3280 -2.2123 -3.7482
H 2.3251 -0.3088 -1.8399
H 2.8126 -0.5182 -3.5358
H 4.3872 -1.2649 -1.1921
H 4.7419 -1.6183 -2.8953
O -0.2118 -2.7639 4.2006
C -0.6123 -1.7017 3.7829
O -1.2004 -1.5612 2.6063
C -1.4509 -0.1627 2.3224
C -1.4860 0.4846 3.6876
C -0.4786 -0.3868 4.4933
H -2.4145 -0.0533 1.8302
H -0.6733 0.2118 1.6604
H -2.4333 0.3339 4.2099
H -1.1934 1.5315 3.7515
H -0.6714 -0.3589 5.5597
H 0.5230 0.0117 4.3132
```

(3)
Molecular formula: C28H34ClO9PS2
Method: DFT, ωB97M-V/def2-TZVPD

Results
- Kohn-Sham gap: 7.53 eV
- E_LUMO: -0.97 eV
- Total charge: 0
- Molecular weight: 645.132 g/mol

The geometry in XYZ format:
```
75
C28H34ClO9PS2 (ωB97M-V/def2-TZVPD)
C 6.7995 1.6700 0.4687
C 7.2754 0.2094 0.4469
C 7.0494 -0.4901 -0.9052
C 5.6641 -0.3181 -1.4732
C 4.5767 -0.6266 -0.6584
C 3.2768 -0.5276 -1.1256
C 3.0312 -0.1228 -2.4344
C 4.1067 0.1803 -3.2551
C 5.4145 0.0923 -2.7880
C 6.5297 0.3998 -3.7616
C 7.3909 1.5711 -3.3570
O 7.0185 2.6422 -3.0311
Cl 9.1567 1.2508 -3.4808
C 1.6481 -0.0585 -2.9762
O 1.4652 -0.1262 -4.1694
C 0.5168 0.0295 -1.9989
C 0.7741 -0.4295 -0.7011
C -0.2403 -0.4677 0.2432
C -1.5019 -0.0537 -0.1239
C -1.7834 0.4184 -1.4049
C -3.2216 0.7963 -1.7099
C -4.2190 0.1985 -0.7544
O -4.5591 -0.9439 -0.7334
O -4.7420 1.1543 0.0951
C -5.1505 0.7134 1.3678
C -4.1695 1.0434 2.4521
O -6.1937 0.1655 1.5249
C -0.7618 0.5073 -2.3722
P -0.9284 1.1449 -4.1175
C -2.3019 2.3645 -4.0987
O 0.3089 2.2490 -4.1433
C 2.1288 -0.8897 -0.2618
O 2.2746 -1.5033 0.7715
H 7.4195 2.2624 1.1381
H 6.8475 2.1001 -0.5325
H 5.7642 1.7249 0.8042
H 6.8029 -0.3650 1.2432
H 8.3522 0.1831 0.6216
H 7.8328 -0.1951 -1.6014
H 7.1921 -1.5641 -0.7439
H 4.7476 -0.9524 0.3588
H 3.9314 0.4789 -4.2804
H 6.1095 0.6629 -4.7324
H 7.1645 -0.4752 -3.8917
H -0.0526 -0.8425 1.2386
H -2.2814 -0.1068 0.6243
H -3.3625 1.8721 -1.7580
H -3.4851 0.4008 -2.6910
H -4.7013 1.3681 3.3417
H -3.5257 1.8609 2.1274
H -3.5575 0.1717 2.6796
H -3.2530 1.8552 -4.2467
H -2.3935 2.9896 -3.2078
H -2.1475 3.0204 -4.9553
H 0.0866 3.0169 -3.6038
C -6.0984 -3.5675 0.5280
S -5.6442 -5.2963 0.6775
O -4.7668 -5.6220 -0.4765
C -7.2727 -5.9538 0.2906
H -5.2069 -2.9675 0.6871
H -6.4890 -3.3770 -0.4712
H -6.8420 -3.3219 1.2865
H -7.5794 -5.6009 -0.6940
H -7.9829 -5.6344 1.0533
H -7.1993 -7.0392 0.2884
C -2.8240 2.7701 6.0256
S -2.2371 1.0741 5.9209
O -3.4056 0.2372 5.5431
C -1.9798 0.8592 7.6848
H -3.0891 3.0915 5.0204
H -3.7008 2.8111 6.6716
H -2.0284 3.4055 6.4141
H -2.9180 1.0339 8.2112
H -1.2106 1.5524 8.0249
H -1.6493 -0.1643 7.8466
```

(4)
Molecular formula: C5H8S
Method: DFT, ωB97M-V/def2-TZVPD

Results
- Kohn-Sham gap: 9.58 eV
- E_LUMO: 1.00 eV
- Total charge: 0
- SMILES string: C1C[C@@H]2S[C@@H]2C1
- Energy relative to the best compared isomer or geometry (same formula, charge and spin): 24.6 kcal/mol
- Molecular weight: 100.186 g/mol

The geometry in XYZ format:
```
14
C5H8S (ωB97M-V/def2-TZVPD)
C -0.9171 0.0291 -0.8592
C -0.3628 1.2060 -0.0099
C 1.0621 0.7449 0.5282
S 2.0685 -0.1070 -0.6589
C 0.9081 -0.7701 0.5954
C -0.4779 -1.2534 0.0432
H -0.4813 -0.1422 -1.8490
H -2.0892 0.2201 -0.8439
H -0.9695 1.2121 0.8286
H -0.2961 2.2144 -0.4770
H 1.7851 1.3197 1.1594
H 1.4624 -1.1877 1.4633
H -0.4405 -2.0490 -0.6369
H -1.2517 -1.4370 0.7168
```

(5)
Molecular formula: C2H6BrClP
Method: DFT, ωB97M-V/def2-TZVPD

Results
- Kohn-Sham gap: 8.30 eV
- E_LUMO: -6.42 eV
- Total charge: +1
- Energy relative to the best compared isomer or geometry (same formula, charge and spin): 44.5 kcal/mol
- Molecular weight: 176.401 g/mol

The geometry in XYZ format:
```
11
C2H6BrClP (ωB97M-V/def2-TZVPD)
C 0.1440 -0.5161 1.2237
C 1.3064 1.1309 -0.9215
P 0.1577 1.0400 0.2499
Cl -2.3354 -2.5700 -1.5021
Br -0.2198 2.7834 1.4311
H -0.8460 -0.7827 1.5031
H 0.6617 -0.2079 2.1417
H 0.5910 -1.3677 0.8062
H 1.8462 1.9434 -1.2407
H -2.8442 -1.5863 -2.2747
H 1.5384 0.1330 -1.4166
```

(6)
Molecular formula: C34H36N7O4PPbS2
Method: DFT, ωB97M-V/def2-TZVPD

Results
- Kohn-Sham gap: 7.47 eV
- E_LUMO: 0.11 eV
- Total charge: 0
- Energy relative to the best compared isomer or geometry (same formula, charge and spin): 7.6 kcal/mol
- Molecular weight: 909.015 g/mol

The geometry in XYZ format:
```
85
C34H36N7O4PPbS2 (ωB97M-V/def2-TZVPD)
Pb 1.1147 1.6913 -1.1608
N -0.5126 3.6465 -0.2967
C -1.1237 3.1908 0.9474
C -1.9286 4.3182 1.6319
C -2.7109 4.0242 2.9178
C -1.8520 3.6170 4.1080
N -1.2518 2.3202 3.8672
C -0.2839 1.9198 4.6025
N 0.3057 0.7004 4.3593
N 0.2515 2.6366 5.6449
C -1.9779 1.9624 0.6127
O -2.2315 1.1297 1.6090
O -2.3893 1.7664 -0.5058
H -0.0185 4.5238 -0.1631
H -1.2209 3.7687 -1.0150
H -0.3130 2.8676 1.6049
H -2.6264 4.7020 0.8817
H -1.2148 5.1207 1.8433
H -3.4688 3.2571 2.7429
H -3.2400 4.9397 3.1896
H -2.4831 3.5923 5.0070
H -1.0823 4.3856 4.2682
H -1.7961 1.4499 2.4570
H 0.1385 0.3496 3.4279
H 1.2674 0.6117 4.6434
H -0.3361 3.3345 6.0669
H 0.8419 2.1433 6.2929
O 2.2366 0.6425 1.4058
C 2.9287 -0.5768 1.2349
C 3.6500 -0.7112 -0.0865
C 4.6587 -1.6594 -0.2211
C 5.2731 -1.8144 -1.4498
C 4.8722 -1.0086 -2.5058
C 3.8688 -0.0845 -2.2802
N 3.2644 0.0562 -1.0982
H 2.8573 1.3787 1.3161
H 2.1757 -1.3667 1.2986
H 3.6502 -0.7371 2.0436
H 4.9494 -2.2627 0.6296
H 6.0618 -2.5440 -1.5812
H 5.3323 -1.0842 -3.4805
H 3.5342 0.5857 -3.0646
S 1.9257 3.2367 -3.1771
C 2.2939 4.2812 -1.8300
S 2.8761 3.5418 -0.3600
C 2.0473 5.6345 -1.8856
C 1.5456 6.2607 -3.0658
N 1.1283 6.7768 -4.0063
C 2.1937 6.4543 -0.7260
N 2.2760 7.0986 0.2254
O 0.2315 -1.0251 -1.3589
P -0.6698 -2.2113 -1.3254
C 0.3014 -3.7418 -1.3116
C 1.6732 -3.6254 -1.5095
C 2.4739 -4.7596 -1.5263
C 1.9051 -6.0113 -1.3481
C 0.5342 -6.1330 -1.1545
C -0.2658 -5.0026 -1.1355
C -1.7556 -2.3040 0.1114
C -1.3158 -2.9446 1.2701
C -2.1219 -2.9763 2.3965
C -3.3688 -2.3659 2.3709
C -3.8013 -1.7084 1.2293
C -2.9967 -1.6725 0.1015
C -1.7360 -2.2875 -2.7790
C -1.4421 -1.4334 -3.8365
C -2.2118 -1.4654 -4.9905
C -3.2743 -2.3504 -5.0895
C -3.5732 -3.2039 -4.0346
C -2.8088 -3.1717 -2.8803
H 2.0970 -2.6395 -1.6594
H 3.5407 -4.6636 -1.6824
H 2.5279 -6.8964 -1.3623
H 0.0908 -7.1102 -1.0161
H -1.3314 -5.1020 -0.9697
H -0.3454 -3.4257 1.2845
H -1.7805 -3.4775 3.2927
H -4.0018 -2.3951 3.2482
H -4.7612 -1.2103 1.2196
H -3.3238 -1.1331 -0.7786
H -0.6163 -0.7406 -3.7387
H -1.9852 -0.7948 -5.8086
H -3.8778 -2.3733 -5.9874
H -4.4090 -3.8871 -4.1085
H -3.0590 -3.8250 -2.0533
```